# 1
The following is a quantum chemistry calculation of a 12-piece molecular cluster, C24H72O13 overall at a distorted geometry, from the OMol25 dataset.

- LUMO level: 0.38 eV
- E: -1935.5670 Eh

```
109
C24H72O13 ωB97M-V with the def2-TZVPD basis set
C -4.05 -18.52 -12.94
O -7.06 -23.05 -5.94
C -4.53 -14.00 -9.62
C -0.59 -17.44 -7.69
O -2.89 -20.81 -10.31
H -4.78 -21.07 -5.88
H -4.72 -16.64 -2.39
O -4.02 -17.95 -6.31
C -5.34 -17.86 -13.49
H -0.75 -20.00 -6.21
H 0.54 -21.67 -5.17
H -3.48 -20.49 -11.01
H -1.04 -16.43 -7.98
H -4.25 -21.85 -9.18
H 0.23 -20.29 -3.56
H 2.58 -20.74 -6.63
H -7.74 -24.72 -1.31
H -5.29 -24.33 -1.66
H -8.15 -23.85 -2.82
H -8.69 -23.49 -7.17
H -7.09 -17.28 -2.14
H 1.38 -19.47 -6.31
H -0.55 -19.34 -8.68
H -1.34 -19.47 -3.48
C -4.50 -15.52 -9.67
H -6.01 -17.80 -12.65
H -0.71 -20.36 -1.29
H -2.58 -19.29 -9.35
C -4.26 -20.17 -5.73
H -1.48 -14.54 -6.08
C -0.26 -19.46 -3.13
H -1.33 -12.38 -7.38
C -4.87 -19.10 -6.54
H -4.46 -13.57 -8.59
H -6.95 -21.37 -3.27
H -6.02 -18.37 -14.15
H -7.08 -21.07 -8.05
H -1.52 -22.97 -9.78
C -5.49 -16.34 -3.16
H -3.27 -20.46 -6.15
C -2.26 -22.69 -9.06
C -8.57 -19.12 -4.99
H -4.86 -17.25 -4.78
H -3.61 -22.72 -10.66
H -9.36 -19.86 -5.24
O -5.55 -17.38 -4.10
C -8.00 -21.60 -7.76
H -6.84 -19.14 -3.80
C -3.42 -22.07 -9.81
H -3.23 -18.62 -13.69
C -7.81 -19.62 -3.78
O -7.64 -21.04 -3.89
H -4.32 -19.90 -4.69
H -5.43 -16.11 -9.44
H -0.10 -17.99 -4.51
H 0.39 -12.77 -7.98
H 0.61 -22.46 -6.79
H -4.08 -15.91 -10.67
H -0.05 -13.63 -5.55
C -0.09 -19.48 -1.66
O -1.14 -17.82 -6.46
C -5.99 -24.16 -2.48
C -0.49 -14.11 -6.45
H -4.86 -19.23 -7.62
H -8.00 -19.08 -5.91
H -5.50 -13.62 -9.95
C 1.54 -20.43 -6.75
H -2.07 -18.08 -6.45
H -1.99 -14.14 -8.62
H -8.64 -21.64 -8.66
H -4.11 -20.53 -13.09
H 0.89 -19.73 -1.34
H -8.91 -18.10 -4.90
O 0.28 -18.22 -3.68
O -0.73 -20.88 -6.57
H -3.68 -13.57 -10.18
H -0.35 -17.97 -9.66
H 0.08 -15.01 -6.67
H -3.68 -18.05 -12.03
C -0.92 -18.32 -8.81
C -6.87 -16.29 -2.57
H -1.93 -21.98 -8.29
H -5.46 -23.22 -4.16
H -7.49 -16.11 -3.39
C -7.73 -23.03 -7.18
O -4.30 -19.87 -12.45
H -4.18 -17.34 -7.00
H 0.53 -17.56 -7.56
H -5.14 -16.82 -13.79
H -8.34 -19.42 -2.84
C 0.52 -21.48 -6.27
H -0.45 -18.58 -1.17
O -5.36 -23.08 -3.20
O -3.52 -15.91 -8.66
H -7.10 -23.56 -7.86
H -5.34 -15.29 -3.63
O -1.08 -13.90 -8.81
H -7.07 -15.47 -1.85
H -3.12 -16.80 -8.94
H -7.47 -22.97 -1.48
H -7.39 -22.36 -5.31
H -2.59 -23.64 -8.59
O -2.35 -18.40 -9.03
H -5.88 -18.87 -6.18
H -8.54 -21.01 -6.97
C -0.62 -13.20 -7.69
H -5.99 -25.07 -3.07
C -7.43 -23.92 -2.01
H 1.39 -20.25 -7.81
```

---

# 2
The following is a quantum chemistry calculation of a 12-piece molecular cluster, C24H72O19 overall at a distorted geometry, from the OMol25 dataset.

- Energy above the lowest of the compared OMol25 structures with the same formula, charge and spin: 0.00 kcal/mol
- LUMO level: 0.25 eV
- E: -2387.0431 Eh

```
115
C24H72O19 ωB97M-V with the def2-TZVPD basis set
O -1.80 -3.59 2.82
H -5.05 2.51 -1.51
H 4.05 0.35 5.98
H 0.71 -2.02 -3.61
H -1.01 2.03 -6.00
H -2.68 1.28 -0.64
C 0.39 -3.62 3.53
H 2.39 0.73 -1.71
H -0.26 4.88 -3.77
H -0.48 3.79 1.72
H -4.57 -1.43 -1.45
H 0.95 0.13 4.82
C 1.13 2.40 2.27
H 1.13 -2.18 0.15
C -4.31 -2.98 -0.38
O -3.47 -0.04 -2.88
H 1.39 -4.10 3.50
O -1.01 0.89 -3.49
H 0.25 5.44 -2.16
H 0.01 3.16 -1.50
C 0.40 3.31 1.29
O 3.73 -1.08 1.13
H -0.39 -2.14 1.15
H -0.49 1.85 0.42
H -2.52 -3.94 -1.03
H -3.84 1.81 3.79
H -0.54 -3.32 -2.05
C 4.19 -2.14 0.35
H 2.45 2.19 4.85
O 3.94 1.50 0.08
H 3.00 0.96 3.74
C 0.40 -1.54 0.69
H 0.52 -2.65 3.07
O 4.01 1.19 5.49
H 1.01 4.16 1.06
O 2.16 -2.68 -2.21
C -0.40 4.69 -2.70
O 1.11 -0.94 1.84
H 0.31 0.93 -6.54
H 5.69 -2.94 -0.82
H -2.51 4.21 -2.85
C -1.85 4.92 -2.36
H 4.49 -2.89 1.09
H 3.77 -0.18 0.73
O -1.98 4.83 -0.88
H -2.49 -3.97 2.29
C -2.85 1.38 3.53
H -2.79 -2.35 -1.68
O 2.39 -1.20 5.39
C 3.04 1.50 -2.10
H 0.42 0.04 -0.83
C -0.36 0.41 -4.73
C -0.09 1.48 -5.69
C -4.41 1.61 -1.48
H 2.62 -1.40 4.49
H 2.70 2.15 -2.94
O -3.16 2.11 -0.89
C 3.42 2.37 -0.96
H 4.23 3.05 -1.23
O -2.02 1.55 4.70
H -4.85 0.81 -0.88
C -0.30 -0.63 -0.32
H 6.12 -1.43 -0.03
H 1.95 1.94 1.73
H -2.25 -1.67 2.83
C -4.18 1.18 -2.89
H -2.47 1.88 2.64
C 1.22 -2.92 -3.23
H 3.34 -2.49 -0.21
H 0.07 -3.56 4.57
C -3.30 -3.30 -1.41
O 0.14 2.56 0.12
H -3.72 -3.68 -2.35
H -0.76 -5.40 2.99
H -2.09 5.94 -2.59
O 0.06 3.37 -2.47
H -2.41 4.01 -0.64
H 2.96 -2.21 -2.51
H 4.00 2.03 0.86
H 5.64 -1.04 -2.19
H -0.42 -4.32 -3.51
H -5.16 1.06 -3.34
H -3.64 1.94 -3.40
H -3.47 -0.48 4.21
H -4.05 -0.19 2.58
H -2.53 0.26 -2.90
H 2.08 -1.03 1.66
C -3.18 -0.06 3.26
C 1.88 0.12 5.38
H 1.84 -3.32 -4.04
H 0.52 0.51 2.60
H 4.02 1.08 -2.35
H 0.60 -4.69 -2.19
H -1.04 -0.38 -5.05
H -3.71 -2.74 0.54
H 2.57 2.88 -0.57
H 1.66 0.36 6.44
O -5.10 -1.86 -0.75
H -1.10 1.42 4.39
C -0.61 -4.35 2.66
H -4.94 -3.84 -0.26
O -1.29 0.16 0.30
H -0.79 1.77 -3.15
H -0.79 -1.35 -1.00
O 0.30 1.42 2.92
H 1.61 3.02 3.06
C 2.79 1.17 4.80
H -1.59 -0.27 1.11
H -0.27 -4.35 1.61
H 0.71 2.12 -5.29
H 0.54 -0.12 -4.51
C 0.14 -3.85 -2.69
O -1.99 -0.75 2.83
O 4.83 -1.22 -1.69
C 5.35 -1.95 -0.55
```